(1)
A 6-piece molecular cluster, C8H24F6N2O8S2 overall at a distorted geometry, computed with ωB97M-V/def2-TZVPD.

ΔE to the lowest compared entry with this formula, charge and spin: 0.0 kJ/mol
Gap between HOMO and LUMO: 9.54 eV

```
50
Properties=species:S:1:pos:R:3:lowdin_charge:R:1
N 1.27525 -1.34674 0.37006 0.261
H 1.74401 -2.16233 0.80597 0.080
H 0.23819 -1.42173 0.56445 0.053
H 1.51560 -1.25600 -0.62790 0.083
H 1.58502 -0.53396 0.92698 0.069
C -0.78361 -1.09560 3.51283 -0.680
F -1.01992 -1.38637 4.77771 0.166
F -0.91852 0.20778 3.32383 0.146
F 0.47199 -1.46988 3.22546 0.118
S -1.95919 -2.07166 2.42956 0.646
O -1.64468 -3.43716 2.71154 -0.261
O -3.26823 -1.60838 2.76156 -0.257
N -1.42699 -1.49737 0.90636 -0.340
S -2.49678 -2.15535 -0.09706 0.576
O -2.57464 -3.58876 -0.08097 -0.267
O -3.75148 -1.45725 -0.14919 -0.272
C -1.66767 -1.77859 -1.74202 -0.671
F -1.33440 -0.50031 -1.86195 0.142
F -0.56107 -2.53328 -1.84207 0.116
F -2.48094 -2.12762 -2.72097 0.162
O 1.74723 1.00620 1.86106 -0.053
H 2.35533 1.36169 2.51722 0.066
H 0.95257 1.55644 1.91710 0.046
O 2.90885 -3.45219 1.29358 -0.035
H 3.67750 -3.38705 1.87037 0.063
H 2.94711 -4.34120 0.92278 0.067
C -2.90356 2.61879 1.15456 -0.053
C -2.05016 1.94544 0.08105 -0.498
C -1.54914 3.01257 -0.88332 -0.054
O -0.95986 1.20748 0.59101 -0.094
H -3.69261 3.22841 0.71694 0.078
H -2.35867 3.21170 1.89604 0.081
H -3.39222 1.86760 1.78812 0.080
H -2.72975 1.27765 -0.46068 0.129
H -0.95169 2.59132 -1.69997 0.062
H -0.78230 3.62794 -0.39306 0.083
H -2.36188 3.64705 -1.22058 0.079
H -1.28226 0.30139 0.81051 0.022
C 3.33696 1.20771 -1.53484 -0.051
C 1.99343 0.85622 -2.17191 -0.454
C 1.91545 1.41417 -3.58366 -0.060
O 1.91835 -0.57884 -2.25632 -0.089
H 3.66108 2.24632 -1.58204 0.084
H 4.12412 0.59580 -1.98915 0.083
H 3.37803 0.89733 -0.48561 0.061
H 1.16076 1.25737 -1.59541 0.125
H 2.75820 1.21694 -4.24225 0.085
H 1.81193 2.50734 -3.49455 0.087
H 0.94729 1.21514 -4.05121 0.084
H 2.47794 -0.89619 -2.96995 0.104
```

(2)
An isolated ion of composition C5H8NO and charge +1 at a distorted geometry, computed with ωB97M-V/def2-TZVPD.

ΔE to the lowest compared entry with this formula, charge and spin: 396.2 kJ/mol
Gap between HOMO and LUMO: 11.89 eV
Net charge: +1

```
15
Properties=species:S:1:pos:R:3:lowdin_charge:R:1
C 0.52775 0.99978 0.35678 -0.197
C 1.45281 1.86909 0.59288 0.121
C -0.38533 -0.97337 0.81811 -0.243
C 0.06191 -0.19994 -0.35862 -0.230
C -0.11474 -0.54471 -1.77029 0.044
N -0.81025 0.49433 0.67222 0.187
O -1.37200 -1.82620 0.89563 0.135
H 1.41376 2.85549 1.22449 0.131
H 2.51322 1.67446 0.07192 0.147
H 0.52117 -0.88374 1.72244 0.245
H -0.77937 -1.38285 -1.74967 0.093
H 0.91832 -0.76185 -2.31049 0.171
H -0.60033 0.16572 -2.27630 0.050
H -1.72921 0.84084 0.43878 0.197
H -1.61770 -2.32704 1.67212 0.152
```

(3)
C34H40N6O10PSeW as an isolated structure, computed with ωB97M-V/def2-TZVPD.

Gap between HOMO and LUMO: 6.89 eV
Net charge: +1

```
93
Properties=species:S:1:pos:R:3:lowdin_charge:R:1
W 0.66526 0.53094 -0.62455 2.021
O 3.76508 1.78514 1.74674 0.152
C 3.16983 1.40311 0.77499 -0.427
N 2.04416 0.58437 0.80248 -0.126
C 1.79375 -0.03781 2.08878 -0.119
C 1.13225 -1.34041 1.81520 -0.267
C 1.12667 -2.38930 2.71475 -0.005
C 0.46128 -3.55227 2.37651 -0.018
C -0.18873 -3.61938 1.15413 -0.009
C -0.14530 -2.52829 0.31341 -0.075
N 0.51986 -1.41191 0.63143 0.009
C 3.59423 1.66102 -0.61902 -0.183
C 4.77175 2.29881 -0.93292 0.048
C 5.11587 2.40316 -2.27346 0.001
C 4.26741 1.85779 -3.22064 -0.013
C 3.08735 1.26039 -2.81549 -0.127
N 2.75398 1.16318 -1.52631 0.002
H 1.11973 0.58600 2.68504 0.138
H 2.72946 -0.15292 2.63470 0.133
H 1.63678 -2.28127 3.66200 0.130
H 0.44422 -4.39358 3.05650 0.123
H -0.73598 -4.49924 0.84989 0.121
H -0.66186 -2.55414 -0.63029 0.113
H 5.38337 2.69261 -0.13366 0.137
H 6.02868 2.90094 -2.57075 0.126
H 4.49211 1.91532 -4.27588 0.128
H 2.38438 0.86095 -3.53005 0.125
C 2.43887 -2.79896 -3.35826 0.019
C 2.30944 -1.80011 -2.25163 -0.220
N 1.21768 -1.15622 -2.02093 -0.035
N 0.13660 -1.50887 -2.83978 0.117
C -0.96463 -1.03213 -2.37206 -0.405
O -0.97872 -0.33861 -1.24335 -0.233
C -2.25747 -1.31212 -2.99793 -0.140
C -2.33358 -1.63825 -4.35045 -0.015
C -3.56640 -1.91186 -4.91332 -0.063
C -4.71300 -1.87342 -4.12690 -0.062
C -4.63038 -1.56030 -2.77784 -0.053
C -3.40213 -1.27091 -2.20488 -0.005
C 3.53561 -1.62720 -1.41428 -0.259
C 4.74911 -1.31858 -2.02249 -0.021
C 5.87233 -1.18855 -1.22496 -0.035
C 5.75189 -1.41353 0.13863 -0.029
C 4.50802 -1.75913 0.64078 -0.110
N 3.41356 -1.85644 -0.11210 0.141
H 1.47951 -3.06205 -3.78411 0.077
H 2.95679 -3.68212 -2.98381 0.106
H 3.06948 -2.37375 -4.14428 0.101
H -1.43162 -1.65916 -4.94676 0.115
H -3.63819 -2.15254 -5.96511 0.109
H -5.67558 -2.09111 -4.57052 0.110
H -5.52477 -1.54215 -2.16954 0.111
H -3.31308 -1.03987 -1.15017 0.091
H 4.80659 -1.16348 -3.09123 0.120
H 6.82716 -0.92704 -1.66106 0.121
H 6.60439 -1.33640 0.79860 0.116
H 4.37902 -1.97383 1.69613 0.117
C -3.28700 -0.54268 4.09772 -0.027
C -1.92027 0.08471 4.31545 -0.588
C -2.02375 1.45658 4.95929 -0.014
C -1.03052 -0.83710 5.13137 -0.025
O -1.19232 0.25245 3.04005 -0.165
P -1.84655 0.48689 1.62347 0.359
O -2.53962 -0.66640 1.04131 -0.216
O -0.55748 0.95621 0.80190 -0.386
O -2.68976 1.78032 1.86240 -0.143
C -3.40013 2.64379 0.89552 -0.579
C -2.49500 3.83838 0.66244 -0.011
C -3.69972 1.89772 -0.39191 -0.025
C -4.68057 3.03575 1.60925 -0.018
H -3.74381 -0.72381 5.07110 0.100
H -3.20371 -1.48791 3.56289 0.090
H -3.94437 0.11757 3.53259 0.083
H -2.48225 1.36357 5.94452 0.097
H -2.63216 2.12313 4.35163 0.078
H -1.03251 1.89532 5.07814 0.095
H -1.44398 -0.95988 6.13253 0.097
H -0.02813 -0.41554 5.22340 0.089
H -0.96527 -1.81798 4.66049 0.078
H -1.54030 3.51794 0.24631 0.056
H -2.31334 4.36009 1.60252 0.096
H -2.96096 4.52819 -0.04103 0.102
H -2.78677 1.59514 -0.90694 0.067
H -4.24985 2.55670 -1.06385 0.106
H -4.30340 1.01404 -0.19031 0.087
H -4.45523 3.52225 2.55833 0.089
H -5.29702 2.15703 1.80111 0.092
H -5.24850 3.73114 0.99061 0.097
O 0.40464 1.21299 -2.56333 -0.527
Se 0.28921 2.91112 -2.29469 0.951
O -1.20143 3.41654 -2.48446 -0.349
O 0.60418 2.54165 -0.63368 -0.501
O 1.51559 3.67957 -2.95610 -0.359
```

(4)
One molecule with the formula C5H13N3 at a distorted geometry, computed with ωB97M-V/def2-TZVPD.

ΔE to the lowest compared entry with this formula, charge and spin: 461.5 kJ/mol
Gap between HOMO and LUMO: 8.60 eV

```
21
Properties=species:S:1:pos:R:3:lowdin_charge:R:1
C 2.87657 -0.48447 -0.66893 -0.005
C 1.73356 0.22507 -0.71672 -0.202
C -1.88119 -1.56559 -0.48336 -0.111
C 0.93334 0.17422 1.72705 -0.079
C -1.23630 1.79200 -0.49393 -0.067
N -1.35919 -0.50880 0.32604 -0.147
N 0.82361 0.54949 0.31429 -0.149
N -0.62564 0.46262 -0.28995 -0.223
H 3.29138 -0.68056 -1.57223 0.001
H 3.05979 -1.10682 0.15410 0.021
H 1.33328 0.56580 -1.71536 0.117
H -2.66472 -1.35066 -1.25567 0.093
H -1.09293 -1.89545 -1.06217 0.051
H -2.09916 -2.35342 0.15064 0.055
H 1.87621 0.71240 2.16079 0.115
H -0.00088 0.28826 2.18262 0.041
H 1.32760 -0.90818 1.70430 0.089
H -0.64349 2.21950 -1.31977 0.075
H -2.33773 1.60947 -0.61847 0.085
H -1.18929 2.40042 0.50996 0.101
H -2.12480 -0.14530 0.96677 0.141
```

(5)
An isolated ion of composition C7H11N3S and charge +2 at a distorted geometry, computed with ωB97M-V/def2-TZVPD.

ΔE to the lowest compared entry with this formula, charge and spin: 419.9 kJ/mol
Gap between HOMO and LUMO: 7.67 eV
Net charge: +2

```
22
Properties=species:S:1:pos:R:3:lowdin_charge:R:1
C 2.47648 -1.59984 0.69037 -0.194
C 3.70895 -1.06669 0.66268 -0.273
C 1.58696 -0.79126 0.08194 -0.034
C 1.98044 0.34506 -0.51410 -0.587
C -1.15037 0.22617 -0.80435 -0.040
C -0.65943 -0.90732 -0.46501 -0.051
C -0.22802 1.47712 -0.71904 -0.275
N 1.10711 1.25112 -1.09711 0.026
N -1.41658 -2.15027 -0.44332 0.206
N -0.35395 1.99347 0.72230 0.279
S 3.63043 0.57648 -0.08372 1.120
H 2.17095 -2.47833 1.20941 0.122
H 4.63586 -1.57982 0.98288 0.118
H -2.26640 0.59538 -0.82628 0.182
H -0.64537 2.25591 -1.32644 0.160
H 1.45640 2.00690 -1.67869 0.164
H -2.46581 -2.19323 -0.40666 0.210
H -0.92147 -2.72315 0.24970 0.179
H -1.37247 -2.61473 -1.34983 0.182
H -0.76161 2.88650 0.63809 0.154
H 0.55888 1.98283 1.21672 0.193
H -0.93388 1.27385 1.15864 0.160
```

(6)
An isolated ion of composition C7H12N3S and charge +1 at a distorted geometry, computed with ωB97M-V/def2-TZVPD.

ΔE to the lowest compared entry with this formula, charge and spin: 348.3 kJ/mol
Gap between HOMO and LUMO: 9.58 eV
Net charge: +1

```
23
Properties=species:S:1:pos:R:3:lowdin_charge:R:1
C 0.85962 -0.12872 -0.07188 -0.334
C 1.77423 0.85968 -0.20299 -0.357
C -1.40119 1.12595 0.70613 -0.049
C -1.04693 -0.01860 1.64214 -0.062
C -0.75439 -0.13414 0.19397 -0.416
C 1.56362 2.32201 -0.25839 0.008
C -1.51826 -1.04046 -0.75475 -0.112
N 3.02744 0.38451 -0.28540 -0.014
N 3.19008 -0.81641 -0.05236 -0.269
N -0.76828 -2.29848 -0.87320 0.121
S 1.73747 -1.58803 0.23266 1.060
H -2.26855 1.24408 0.17540 0.088
H -0.80144 2.02760 0.67563 0.093
H -0.27410 0.25499 2.49001 0.173
H -1.94639 -0.58222 1.99412 0.123
H 1.94579 2.75009 0.63663 0.100
H 2.07957 2.75520 -1.00099 0.051
H 0.52041 2.56533 -0.47316 0.083
H -1.69423 -0.54438 -1.76713 0.172
H -2.50080 -1.27217 -0.27060 0.156
H -1.07192 -2.92941 -0.13732 0.164
H 0.26597 -2.10085 -0.76949 -0.015
H -0.91776 -2.83556 -1.82904 0.236
```

Calculated E_tot, -2426.1944, -324.8881, -5210.4186, -362.4065, -834.9881, -836.0148 hartree (same order as the records).
Calculated HOMO, -9.78, -15.07, -11.50, -7.66, -15.61, -13.20 eV (same order as the records).